1.
Formula: C4H5NO2
Source: the OMol25 dataset
Level of theory: wB97M-V/def2-TZVPD

Each line ends with the Mulliken charge.
CARTESIAN COORDINATES (ANGSTROEM)
C (-0.369, 0.072, 2.675)  -0.97
C (0.100, -0.378, 1.414)  0.25
C (0.193, -0.389, 0.198)  -0.11
N (0.523, -0.595, -1.535)  0.13
O (-0.354, -1.381, -2.200)  -0.34
C (0.622, 0.624, -2.062)  0.20
O (0.282, 0.814, -3.242)  -0.58
H (0.394, -0.163, 3.509)  0.26
H (-0.448, 1.130, 2.549)  0.29
H (-1.340, -0.318, 2.882)  0.29
H (-0.759, -0.864, -2.836)  0.32
H (1.157, 1.449, -1.352)  0.25

Output
- Net charge: 0
- Relative energy (zero: lowest compared OMol25 entry of this formula, charge and spin): 611.0 kJ/mol
- Orbital gap: 10.2 eV
- Total energy: -9807.9826 eV
- LUMO: 0.324 eV
- HOMO: -9.87 eV
- SMILES string: CC#CN(O)C=O
- Spin multiplicity: 1


2.
Formula: C4H28N2O11
Source: the OMol25 dataset
Level of theory: wB97M-V/def2-TZVPD

Each line ends with the Mulliken charge.
CARTESIAN COORDINATES (ANGSTROEM)
C (0.930, 1.074, -2.539)  -1.13
N (0.944, 1.470, -1.122)  -0.53
C (0.409, 0.387, -0.223)  1.16
C (-0.586, 1.059, 0.722)  -0.23
O (-0.502, 2.264, 0.910)  -0.74
N (-1.478, 0.300, 1.399)  0.14
C (-1.638, -1.129, 1.183)  -0.85
O (-2.172, -1.358, -0.119)  -0.70
H (1.765, 0.392, -2.677)  0.28
H (-0.030, 0.774, -2.975)  0.25
H (1.120, 2.005, -3.064)  0.45
H (0.316, 2.264, -1.037)  0.36
H (0.044, -0.289, -0.987)  0.35
H (1.189, 0.073, 0.471)  -0.37
H (-2.253, 0.840, 1.766)  0.32
H (-2.349, -1.479, 1.921)  0.35
H (-0.666, -1.608, 1.220)  0.56
H (-1.421, -1.625, -0.699)  0.35
O (0.684, -2.949, 2.822)  -0.61
H (0.669, -3.853, 2.491)  0.31
H (1.562, -2.687, 2.529)  0.27
O (-0.408, -2.652, -1.594)  -0.61
H (0.532, -2.621, -1.299)  0.33
H (-0.306, -2.594, -2.554)  0.30
O (3.700, -0.607, 1.092)  -0.74
H (3.492, -1.175, 1.831)  0.31
H (3.339, 0.262, 1.388)  0.37
O (1.560, 0.743, 2.577)  -0.58
H (1.869, 1.358, 3.237)  0.26
H (0.773, 1.061, 2.123)  0.45
O (2.201, -2.166, -0.696)  -0.63
H (2.821, -2.196, -1.421)  0.30
H (2.642, -1.556, -0.082)  0.27
O (-2.988, 2.224, -2.030)  -0.61
H (-3.793, 2.525, -1.575)  0.31
H (-3.166, 1.270, -1.946)  0.28
O (-2.777, 2.867, 1.938)  -0.67
H (-1.864, 2.816, 2.264)  0.26
H (-3.167, 3.713, 2.185)  0.29
O (2.689, 1.738, 0.244)  -0.72
H (3.357, 1.379, -0.365)  0.29
H (2.037, 2.310, -0.166)  0.47
O (-3.224, -1.283, -2.601)  -0.67
H (-2.920, -2.157, -2.853)  0.26
H (-2.937, -1.187, -1.687)  0.52

Output
- Net charge: 0
- Relative energy (zero: lowest compared OMol25 entry of this formula, charge and spin): 378.9 kJ/mol
- Orbital gap: 8.7 eV
- Total energy: -30104.0019 eV
- LUMO: 0.137 eV
- HOMO: -8.54 eV
- SMILES string: CNCC(=O)NCO.O.O.O.O.O.O.O.O.O
- Spin multiplicity: 1


3.
Formula: C14H25Br4O7
Source: the OMol25 dataset
Level of theory: wB97M-V/def2-TZVPD

Each line ends with the Mulliken charge.
CARTESIAN COORDINATES (ANGSTROEM)
C (12.635, 1.406, -20.633)  0.77
C (11.344, 1.379, -21.455)  -0.68
O (10.526, 0.355, -21.158)  -0.90
H (12.422, 1.342, -19.552)  -0.37
H (13.222, 2.328, -20.771)  -0.32
H (13.391, 0.603, -20.710)  0.01
H (11.617, 1.459, -22.538)  0.29
H (10.857, 2.359, -21.189)  0.10
Br (10.853, 3.176, -17.105)  -0.19
C (10.066, 2.864, -18.845)  -0.31
C (8.573, 2.710, -18.813)  -0.58
Br (7.966, 1.215, -17.749)  -0.20
H (10.478, 1.907, -19.195)  0.03
H (10.502, 3.549, -19.569)  0.41
H (8.174, 2.612, -19.821)  0.41
H (8.069, 3.595, -18.417)  0.39
Br (13.097, 5.711, -20.042)  -0.16
C (14.214, 4.560, -18.952)  0.28
C (15.441, 5.259, -18.420)  -0.42
Br (17.001, 5.007, -19.538)  -0.21
H (14.483, 3.725, -19.592)  -0.17
H (13.603, 4.203, -18.127)  -0.02
H (15.692, 4.848, -17.441)  0.25
H (15.251, 6.306, -18.183)  0.44
C (16.492, -0.059, -21.474)  -1.20
C (16.397, 1.115, -22.410)  0.34
C (15.466, 0.933, -23.589)  -0.51
O (15.094, 2.283, -23.874)  -0.38
C (15.060, 2.935, -22.691)  0.60
O (14.524, 3.963, -22.453)  -0.43
O (15.757, 2.215, -21.764)  -0.15
H (16.708, -0.978, -22.024)  0.39
H (15.546, -0.207, -20.954)  0.16
H (17.298, 0.097, -20.757)  0.34
H (17.375, 1.442, -22.777)  0.27
H (14.588, 0.323, -23.353)  0.33
H (15.912, 0.501, -24.485)  0.33
C (13.093, -0.643, -17.192)  -0.95
C (14.209, -0.255, -16.249)  0.39
C (15.601, -0.157, -16.933)  -0.21
O (15.950, 1.214, -16.834)  -0.34
C (14.995, 1.902, -16.160)  0.64
O (15.024, 3.069, -15.972)  -0.55
O (14.019, 1.080, -15.750)  -0.34
H (13.206, -0.145, -18.156)  -0.04
H (12.112, -0.428, -16.774)  0.35
H (13.172, -1.717, -17.383)  0.38
H (14.221, -0.898, -15.368)  0.30
H (15.576, -0.431, -17.986)  0.11
H (16.322, -0.783, -16.406)  0.28

Output
- Net charge: -1
- Orbital gap: 5.3 eV
- Total energy: -309426.4871 eV
- LUMO: 2.381 eV
- HOMO: -2.94 eV
- Spin multiplicity: 1


4.
Formula: H12O5S2
Source: the OMol25 dataset
Level of theory: wB97M-V/def2-TZVPD

Each line ends with the Mulliken charge.
CARTESIAN COORDINATES (ANGSTROEM)
S (0.631, -0.155, -4.282)  -0.15
S (0.886, 1.072, -5.898)  -0.17
H (0.323, 0.522, -3.159)  0.14
H (-0.367, 1.022, -6.373)  0.16
O (-2.239, 0.167, 2.155)  -0.62
H (-2.121, -0.071, 3.082)  0.28
H (-1.693, -0.439, 1.646)  0.35
O (1.225, -0.816, 1.934)  -0.69
H (1.527, -1.616, 1.484)  0.34
H (2.043, -0.559, 2.386)  0.32
O (-0.566, -2.374, 3.588)  -0.62
H (-0.736, -1.667, 4.233)  0.30
H (0.034, -1.888, 3.009)  0.35
O (-0.960, 1.385, -0.665)  -0.65
H (-1.591, 0.678, -0.917)  0.31
H (-1.308, 1.620, 0.205)  0.30
O (1.741, 0.783, -1.054)  -0.62
H (0.848, 1.162, -0.967)  0.39
H (2.323, 1.174, -0.406)  0.28

Output
- Net charge: 0
- Relative energy (zero: lowest compared OMol25 entry of this formula, charge and spin): 87.7 kJ/mol
- Orbital gap: 9.4 eV
- Total energy: -32102.4670 eV
- LUMO: 0.092 eV
- HOMO: -9.33 eV
- SMILES string: SS.O.O.O.O.O
- Spin multiplicity: 1


5.
Formula: C3H8N2O
Source: the OMol25 dataset
Level of theory: wB97M-V/def2-TZVPD

Each line ends with the Mulliken charge.
CARTESIAN COORDINATES (ANGSTROEM)
C (1.003, -0.559, 2.031)  -0.43
N (0.626, -0.416, 0.848)  -0.28
N (-0.629, -0.583, 0.638)  -0.28
C (-0.840, -0.512, -0.880)  -0.48
C (-0.741, 0.975, -1.196)  -0.39
O (0.639, 1.118, -1.313)  -0.53
H (2.111, -0.209, 2.152)  0.22
H (0.506, -1.208, 2.801)  0.25
H (-0.917, -1.473, 0.891)  0.28
H (-1.869, -1.056, -1.161)  0.32
H (0.107, -0.987, -1.409)  0.32
H (-1.216, 1.473, -0.218)  0.26
H (-1.322, 1.214, -2.187)  0.28
H (0.978, 0.872, -0.493)  0.45

Output
- Net charge: 0
- Relative energy (zero: lowest compared OMol25 entry of this formula, charge and spin): 435.2 kJ/mol
- Orbital gap: 10.4 eV
- Total energy: -8264.8150 eV
- LUMO: 1.068 eV
- HOMO: -9.29 eV
- SMILES string: C=NNCCO
- Spin multiplicity: 1


6.
Formula: C4H6N2
Source: the OMol25 dataset
Level of theory: wB97M-V/def2-TZVPD

Each line ends with the Mulliken charge.
CARTESIAN COORDINATES (ANGSTROEM)
N (-0.848, -1.377, 0.828)  -0.65
C (0.137, 0.288, -0.949)  -0.34
C (-0.946, -0.179, 0.073)  -0.21
C (-0.154, 0.963, 0.469)  -0.02
N (1.197, 0.584, 0.949)  -0.70
C (1.444, 0.347, -0.303)  -0.11
H (-0.948, -2.179, 0.211)  0.24
H (-0.068, 0.401, -2.011)  0.37
H (-1.933, 0.097, -0.302)  0.38
H (-0.401, 2.006, 0.618)  0.34
H (0.104, -1.366, 1.203)  0.31
H (2.415, 0.416, -0.786)  0.38

Output
- Net charge: 0
- Relative energy (zero: lowest compared OMol25 entry of this formula, charge and spin): 349.4 kJ/mol
- Orbital gap: 9.7 eV
- Total energy: -7221.9701 eV
- LUMO: 1.029 eV
- HOMO: -8.70 eV
- Spin multiplicity: 1


7.
Formula: C11H14N2O
Source: the OMol25 dataset
Level of theory: wB97M-V/def2-TZVPD

Each line ends with the Mulliken charge.
CARTESIAN COORDINATES (ANGSTROEM)
C (-1.934, -3.201, 0.423)  -1.36
C (-1.217, -2.020, -0.167)  0.60
C (-1.580, -1.275, -1.249)  -0.81
N (-0.563, -0.417, -1.626)  -0.12
C (0.459, -0.571, -0.708)  -0.36
C (1.647, 0.154, -0.617)  -0.52
C (2.493, -0.170, 0.422)  -0.63
C (2.182, -1.212, 1.324)  -0.67
C (0.998, -1.898, 1.232)  -0.42
C (0.100, -1.579, 0.192)  0.87
H (-2.729, -3.555, -0.236)  0.37
H (-2.412, -2.910, 1.362)  0.28
H (-1.248, -4.039, 0.577)  0.34
H (-2.502, -1.396, -1.802)  0.39
H (-0.748, 0.508, -2.001)  0.32
H (1.843, 0.931, -1.358)  0.57
H (3.505, 0.213, 0.411)  0.41
H (2.889, -1.416, 2.125)  0.38
H (0.644, -2.671, 1.905)  0.38
C (0.802, 3.254, 0.282)  -1.29
C (-0.287, 2.817, -0.656)  0.78
N (-1.455, 2.551, 0.004)  -0.32
O (-0.219, 2.663, -1.859)  -0.66
H (1.757, 3.415, -0.235)  0.31
H (0.987, 2.473, 1.022)  0.33
H (0.520, 4.188, 0.778)  0.42
H (-2.309, 2.454, -0.526)  0.24
H (-1.625, 2.709, 0.982)  0.18

Output
- Net charge: 0
- Relative energy (zero: lowest compared OMol25 entry of this formula, charge and spin): 18.0 kJ/mol
- Orbital gap: 8.5 eV
- Total energy: -16662.7259 eV
- LUMO: 0.741 eV
- HOMO: -7.77 eV
- SMILES string: Cc1c[nH]c2ccccc12.CC(N)=O
- Spin multiplicity: 1


Question: Which value of HOMO does entry 2 give?
Answer: -8.54 eV